This record from OMol25 describes one molecule with the formula C4H6Cl2F2Si. The level of theory is the ωB97M-V functional and the def2-TZVPD basis.

E_LUMO (spin up / spin down) in eV: -0.6332 / -0.1018
Total energy in eV: -42601.300
Highest occupied orbital energy (spin up / spin down) in Ha: -0.312 / -0.306
Orbital gap (spin up / spin down) in eV: 7.85 / 8.23

Each line ends with the Löwdin charge.
Cartesian coordinates (Å):
C  0.2320  -1.3366  0.4991  -0.8414
C  1.2332  1.6388  0.2856  -0.3473
C  -0.9658  -1.1661  1.3428  -0.2103
C  -0.7746  0.7264  -1.7461  -0.1729
F  2.2893  1.4950  1.0783  0.0288
F  0.4192  2.3919  1.0347  0.0326
Si  0.6713  0.0511  -0.7075  0.1341
Cl  2.2654  -0.5557  -1.7602  0.4018
Cl  1.3642  -2.4117  1.1272  0.6661
H  -1.6226  -0.3827  1.0547  0.0536
H  -1.5690  -2.1927  1.4499  0.1295
H  -0.7026  -1.0394  2.3539  0.0474
H  -0.9857  1.6781  -1.2910  0.0237
H  -0.3247  1.0956  -2.6188  0.0005
H  -1.5295  0.0079  -2.1025  0.0537

=====

This record from OMol25 describes one molecule with the formula C4H6Cl2FN. The level of theory is the ωB97M-V functional and the def2-TZVPD basis.

E_LUMO in eV: 0.5797
Total energy in eV: -33495.046
Highest occupied orbital energy in Ha: -0.350
Orbital gap in eV: 10.12

Each line ends with the Löwdin charge.
Cartesian coordinates (Å):
N  -0.8174  1.4531  0.8428  -0.0350
C  -0.3947  0.3954  -0.3467  -0.3713
C  -1.4324  -0.7285  -0.5918  -0.1278
F  -1.3944  -1.6626  0.4408  -0.0598
C  0.9724  0.0806  -0.2204  -0.5946
Cl  1.8688  1.6886  -0.1264  0.6340
C  1.6478  -0.9812  0.1248  -0.6336
Cl  3.3054  -1.1245  0.1651  0.7026
H  0.1951  2.1427  0.7893  0.0511
H  -0.7625  0.9585  1.7475  0.0420
H  -0.6321  1.1845  -1.0047  0.1056
H  -1.1334  -1.2581  -1.4433  0.1042
H  -2.4541  -0.3511  -0.6023  0.1274
H  1.0315  -1.7975  0.2252  0.0551

=====

This record from OMol25 describes one molecule with the formula C4H6Cl2N2. The level of theory is the ωB97M-V functional and the def2-TZVPD basis.

E_LUMO in eV: -0.4171
Total energy in eV: -32266.755
Highest occupied orbital energy in Ha: -0.366
Orbital gap in eV: 9.55

Each line ends with the Löwdin charge.
Cartesian coordinates (Å):
C  -2.0995  -0.4831  -1.5904  0.0070
N  -1.7859  -1.1883  -0.4295  -0.1137
N  -2.2329  -0.5927  0.6998  -0.0121
C  -1.2627  -0.0346  1.3923  -0.1498
C  0.2213  0.4627  0.9926  -0.5803
Cl  0.1640  1.8506  -0.3581  0.4571
C  0.8266  -0.8484  0.5567  -0.5282
Cl  2.5410  -0.7012  -0.3178  0.4032
H  -1.6687  -0.9942  -2.4590  0.0585
H  -2.5614  0.6356  -1.4284  0.1207
H  -1.6712  0.4784  2.2673  0.0969
H  0.7365  1.0046  1.8345  0.1034
H  0.9736  -1.4612  1.4971  0.1082
H  0.2228  -1.3143  -0.2198  0.0290

=====

This record from OMol25 describes an isolated ion of composition C4H6Cl2N3 and charge +1. The level of theory is the ωB97M-V functional and the def2-TZVPD basis.

E_LUMO in eV: -4.6605
Total energy in eV: -33753.810
Highest occupied orbital energy in Ha: -0.553
Orbital gap in eV: 10.38
Net charge: +1

Each line ends with the Löwdin charge.
Cartesian coordinates (Å):
C  -0.1917  0.1212  -1.6562  -0.0606
C  -0.2279  -0.6520  -0.3677  -0.8119
Cl  -0.7662  -2.3539  -0.6066  0.7201
N  -1.2606  -0.0343  0.5844  0.1227
C  -0.9890  0.0751  1.7923  -0.1342
N  0.2615  -0.2598  2.3631  0.1176
C  1.2694  -0.6090  1.5689  -0.6916
Cl  2.8051  -0.8838  2.2432  0.8831
N  1.0896  -0.7048  0.2739  0.0849
H  0.2740  -0.4585  -2.4471  0.0896
H  0.3532  1.0504  -1.5120  0.0975
H  -1.2121  0.3571  -1.9442  0.1002
H  -1.7281  0.4634  2.4785  0.1476
H  0.4047  -0.1720  3.3627  0.1665
H  1.8555  -0.9871  -0.3285  0.1685

=====

This record from OMol25 describes an isolated ion of composition C4H6Cl2N3O2 and charge +1. The level of theory is the ωB97M-V functional and the def2-TZVPD basis.

E_LUMO in eV: -4.0428
Total energy in eV: -37848.586
Highest occupied orbital energy in Ha: -0.549
Orbital gap in eV: 10.89
Net charge: +1

Each line ends with the Löwdin charge.
Cartesian coordinates (Å):
H  -0.1575  -2.2594  0.5898  0.1083
N  -0.2138  -1.4541  -0.0192  0.1558
C  -1.0655  -1.4831  -0.9356  -0.7759
Cl  -2.1885  -2.7673  -1.2711  0.7682
N  -1.1966  -0.4407  -1.8424  0.0470
C  -0.3641  0.6236  -1.9198  -0.7284
Cl  -0.5549  1.6106  -3.2830  0.8549
N  0.5977  0.8648  -1.1113  0.1738
C  0.8303  0.5952  0.1625  -0.5099
O  2.0004  0.1839  0.5470  0.2004
O  0.0016  1.0415  1.0425  0.0439
C  0.3544  1.0283  2.4376  0.0247
H  -1.9055  -0.5478  -2.5620  0.1303
H  2.5850  -0.0992  -0.1779  0.1757
H  -0.5847  1.1213  2.9778  0.1103
H  0.9996  1.8815  2.6601  0.1152
H  0.8621  0.1009  2.7052  0.1056

=====

This record from OMol25 describes one molecule with the formula C4H6ClF. The level of theory is the ωB97M-V functional and the def2-TZVPD basis.

E_LUMO in eV: 1.0248
Total energy in eV: -19484.046
Highest occupied orbital energy in Ha: -0.349
Orbital gap in eV: 10.51

Each line ends with the Löwdin charge.
Cartesian coordinates (Å):
F  -1.7389  -1.4944  -0.3630  -0.0603
C  -1.6090  -0.2973  0.3662  -0.2457
C  -0.5030  0.5367  -0.1459  -0.1831
C  0.8296  -0.2706  -0.0907  -0.1922
C  2.0147  0.2689  -0.2673  -0.5551
Cl  3.3412  -0.8063  0.0360  0.5834
H  -2.5507  0.2393  0.1511  0.1195
H  -1.5399  -0.4267  1.4640  0.1276
H  -0.4133  1.4904  0.4913  0.1487
H  -0.7470  0.7513  -1.1844  0.1124
H  0.6134  -1.2473  0.1545  0.0704
H  2.3028  1.2559  -0.6118  0.0744

=====

This record from OMol25 describes one molecule with the formula C4H6ClF. The level of theory is the ωB97M-V functional and the def2-TZVPD basis.

E_LUMO in eV: 0.8768
Total energy in eV: -19484.403
Highest occupied orbital energy in Ha: -0.354
Orbital gap in eV: 10.52

Each line ends with the Löwdin charge.
Cartesian coordinates (Å):
C  2.1203  -1.0855  0.2227  -0.1058
C  0.7969  -0.4253  0.0082  -0.6830
Cl  0.8120  1.3231  -0.0626  0.6753
C  -0.4023  -1.0423  -0.1983  -0.1033
C  -1.7113  -0.3437  -0.5288  -0.1917
F  -2.4294  0.1029  0.6271  -0.0926
H  2.7780  -0.5893  -0.4800  0.0718
H  2.1136  -2.1387  -0.0250  0.0842
H  2.4990  -0.8282  1.1777  0.0684
H  -0.2845  -2.0847  -0.0915  0.0870
H  -1.5204  0.5905  -1.1026  0.0967
H  -2.3466  -0.9868  -1.0814  0.0929

=====

This record from OMol25 describes a 2-piece molecular cluster, C4H6ClF overall. The level of theory is the ωB97M-V functional and the def2-TZVPD basis.

E_LUMO (spin up / spin down) in eV: 0.9146 / -2.5963
Total energy in eV: -19476.951
Highest occupied orbital energy (spin up / spin down) in Ha: -0.180 / -0.388
Multiplicity: 3
Orbital gap (spin up / spin down) in eV: 5.81 / 7.97
<S²>: 2.005

Each line ends with the Löwdin spin population.
Cartesian coordinates (Å):
C  -1.0048  -0.1403  -1.0416  0.8057
C  2.0632  0.0204  1.0868  0.0110
C  -0.4956  -0.8439  -1.8781  0.8400
C  -2.0324  0.4024  -0.1842  0.1550
F  2.8564  0.6497  0.1323  0.0030
Cl  1.4309  1.2086  2.1723  0.0049
H  -0.1836  -1.3804  -2.6916  0.0759
H  1.2763  -0.5008  0.6117  0.0114
H  2.8815  -0.7513  1.5363  0.0005
H  -2.1909  1.3933  -0.2820  0.0015
H  -1.7116  0.3011  0.8919  0.0185
H  -2.8895  -0.3588  -0.3538  0.0727

=====

This record from OMol25 describes an isolated ion of composition C4H6ClF2N2 and charge +1. The level of theory is the ωB97M-V functional and the def2-TZVPD basis.

E_LUMO in eV: -4.2810
Total energy in eV: -25175.628
Highest occupied orbital energy in Ha: -0.568
Orbital gap in eV: 11.19
Net charge: +1

Each line ends with the Löwdin charge.
Cartesian coordinates (Å):
F  -0.9505  1.9216  0.0127  0.1035
C  -1.4979  0.7868  -0.4681  -0.3828
F  -2.6510  0.6425  0.2437  0.0263
C  -0.5760  -0.3958  -0.0665  -0.6426
Cl  -1.5736  -1.9043  -0.0214  0.7519
C  0.6995  -0.3397  -1.0230  -0.0791
N  1.7505  -0.1832  -0.0769  0.0969
C  1.3406  -0.0346  1.1718  0.0003
N  0.0111  -0.1068  1.2614  0.1109
H  -1.9042  0.7580  -1.4561  0.1677
H  0.6385  -1.2210  -1.6207  0.1251
H  0.5156  0.4906  -1.6934  0.1368
H  2.7506  -0.4099  -0.3550  0.2193
H  1.9899  0.1632  1.9052  0.1346
H  -0.5433  -0.1676  2.1864  0.2311

=====

This record from OMol25 describes a 3-piece molecular cluster, C4H6ClFN overall. The level of theory is the ωB97M-V functional and the def2-TZVPD basis.

E_LUMO in eV: 3.6010
Total energy in eV: -20975.589
Highest occupied orbital energy in Ha: -0.198
Orbital gap in eV: 8.99
Net charge: -1

Each line ends with the Löwdin charge.
Cartesian coordinates (Å):
C  -0.3707  -0.1344  0.8312  -0.3301
H  -0.5609  -0.9235  -1.1429  0.1144
Cl  1.6190  0.5146  2.0368  -0.1026
C  0.1885  -0.3573  -0.5661  -0.3182
H  -0.6924  0.9527  1.0965  0.1160
H  1.0409  -1.0546  -0.5283  0.1072
C  -0.5654  -1.3801  1.5574  -0.2974
N  -0.7719  -2.4171  2.0289  0.1416
C  0.5462  0.9390  -1.2772  -0.1298
H  -0.2377  1.6912  -1.1085  0.0759
H  1.4990  1.3283  -0.8899  0.0525
H  0.6534  0.7701  -2.3588  0.0646
F  -2.3479  0.0711  0.3208  -0.4941

=====

This record from OMol25 describes one molecule with the formula C4H6ClN. The level of theory is the ωB97M-V functional and the def2-TZVPD basis.

E_LUMO in eV: 0.5670
Total energy in eV: -18255.379
Highest occupied orbital energy in Ha: -0.405
Orbital gap in eV: 11.60

Each line ends with the Löwdin charge.
Cartesian coordinates (Å):
C  -0.1094  1.0368  -0.7916  -0.1663
C  0.3625  0.1391  0.3383  -0.5052
C  1.4255  -0.8254  -0.3008  -0.1751
N  2.3791  -1.4643  -0.5354  0.1389
C  -0.7774  -0.5948  0.7717  -0.6188
Cl  -1.8168  -1.0683  -0.5691  0.6182
H  -0.3223  0.4166  -1.7856  0.1021
H  -0.9234  1.7013  -0.3853  0.0846
H  0.8481  1.7848  -0.5640  0.1393
H  0.9775  0.5617  1.1191  0.1383
H  -1.5787  -0.0683  1.5308  0.1470
H  -0.4649  -1.6191  1.1718  0.0969

=====

This record from OMol25 describes an isolated ion of composition C4H6ClN2O and charge +1. The level of theory is the ωB97M-V functional and the def2-TZVPD basis.

E_LUMO in eV: -4.2162
Total energy in eV: -21786.973
Highest occupied orbital energy in Ha: -0.507
Orbital gap in eV: 9.58
Net charge: +1

Each line ends with the Löwdin charge.
Cartesian coordinates (Å):
O  -1.6116  0.3390  0.9876  0.0553
C  -1.2728  -0.0046  -0.3554  -0.1531
C  -0.0018  0.5612  -0.8854  -0.1935
N  0.9844  1.1920  0.0369  0.1486
C  1.3763  0.2200  0.8597  -0.0297
N  0.9267  -0.9739  0.5377  0.1610
C  0.0642  -0.8492  -0.6016  -0.7298
Cl  0.0848  -2.1125  -1.8021  0.7660
H  -2.4657  0.0735  1.1854  0.0753
H  -1.9906  -0.2563  -1.0832  0.1430
H  0.1520  1.0419  -1.8951  0.1875
H  0.6289  2.1552  0.3599  0.2251
H  1.8821  0.4752  1.7320  0.1553
H  1.2430  -1.8614  0.9237  0.1891

=====

This record from OMol25 describes C4H6ClN2O as an isolated structure. The level of theory is the ωB97M-V functional and the def2-TZVPD basis.

E_LUMO in eV: -5.9074
Total energy in eV: -21785.768
Highest occupied orbital energy in Ha: -0.529
Orbital gap in eV: 8.50
Net charge: +1

Each line ends with the Löwdin charge.
Cartesian coordinates (Å):
C  1.5182  0.2217  -0.0296  -0.0692
C  -0.1414  1.5896  0.7712  -0.0025
C  0.6807  -0.2374  -1.1627  -0.0101
C  -0.8286  -0.6267  -0.0436  -0.8032
N  1.1383  1.2513  0.6257  0.1437
N  -1.0848  0.6099  0.6243  0.1250
O  -0.3675  -1.5967  0.8051  0.0146
Cl  -1.8834  -1.2161  -1.2966  0.8055
H  2.4491  -0.3808  0.1091  0.1650
H  -0.2522  2.5287  1.1645  0.1343
H  0.1745  0.6734  -1.5751  0.1295
H  1.1134  -1.0281  -1.6777  0.0871
H  -1.9270  0.7182  1.1210  0.1535
H  -0.5893  -2.5070  0.5643  0.1268

=====

This record from OMol25 describes a 3-piece molecular cluster, C4H6ClN2O4 overall. The level of theory is the ωB97M-V functional and the def2-TZVPD basis.

E_LUMO in eV: 3.2810
Total energy in eV: -27932.454
Highest occupied orbital energy in Ha: -0.229
Orbital gap in eV: 9.52
Net charge: -1

Each line ends with the Löwdin charge.
Cartesian coordinates (Å):
Cl  0.3636  1.2744  0.8339  0.6226
O  0.4165  1.3484  2.2674  -0.3787
O  -0.2671  0.0381  0.3953  -0.3988
O  -0.3693  2.3774  0.2638  -0.3855
O  1.7349  1.3446  0.3431  -0.4006
C  2.8938  -1.4454  0.4357  -0.0798
C  4.1996  -2.0493  0.1510  -0.2920
N  5.2271  -2.5052  -0.0781  0.0915
H  2.5012  -1.0033  -0.4721  0.0760
H  2.9363  -0.7399  1.2606  0.0767
H  2.2495  -2.2452  0.8085  0.0845
C  -3.8151  0.7817  -0.5996  -0.0663
C  -3.3066  0.2657  -1.8720  -0.2874
N  -2.8960  -0.1399  -2.8628  0.1147
H  -3.0270  0.7203  0.1490  0.0713
H  -4.6709  0.1756  -0.3003  0.0735
H  -4.1706  1.8019  -0.7236  0.0784

=====

This record from OMol25 describes C4H6ClN3 as an isolated structure. The level of theory is the ωB97M-V functional and the def2-TZVPD basis.

E_LUMO in eV: -0.8929
Total energy in eV: -21234.834
Highest occupied orbital energy in Ha: -0.339
Orbital gap in eV: 8.34

Each line ends with the Löwdin charge.
Cartesian coordinates (Å):
C  -1.6493  0.0256  -1.3267  -0.1485
C  -0.3670  -0.2657  -1.7301  -0.1258
C  -0.6772  0.4713  0.9470  -0.1698
C  0.6565  0.3084  0.2483  -0.8515
N  -1.7652  0.4251  -0.1046  0.0904
N  0.7124  -0.1295  -1.0195  0.0320
N  1.3664  -0.9364  1.3993  0.0041
Cl  1.7952  1.6123  0.4365  0.6926
H  -2.5225  0.0096  -2.0059  0.1216
H  -0.1277  -0.5964  -2.7577  0.1202
H  -0.9018  -0.3205  1.6493  0.1054
H  -0.5586  1.3655  1.5300  0.0911
H  2.1332  -0.3437  1.8512  0.0221
H  1.9055  -1.6255  0.8829  0.0162

=====

This record from OMol25 describes a 2-piece molecular cluster, C4H6ClN3S overall. The level of theory is the ωB97M-V functional and the def2-TZVPD basis.

E_LUMO in eV: 0.0470
Total energy in eV: -32069.955
Highest occupied orbital energy in Ha: -0.308
Orbital gap in eV: 8.43

Each line ends with the Löwdin charge.
Cartesian coordinates (Å):
S  2.6076  -2.4508  -0.0667  0.5769
N  2.8197  -0.9477  0.2123  -0.6548
C  3.0534  0.2114  0.1940  -0.6831
Cl  3.0962  1.7189  0.7682  0.7795
C  -0.6437  -1.0030  0.4394  -0.0634
N  -0.7777  0.3369  -0.0947  -0.2129
C  -2.0992  0.9176  -0.1746  -0.0528
C  0.1390  0.7973  -0.9127  -0.3455
N  0.9561  1.2475  -1.5846  0.1521
H  0.2290  -1.0518  1.0906  0.0596
H  -1.5305  -1.2319  1.0256  0.0875
H  -0.5355  -1.7627  -0.3386  0.0811
H  -2.0176  1.9845  -0.3754  0.0939
H  -2.7014  0.4575  -0.9676  0.0947
H  -2.5954  0.7764  0.7847  0.0872

=====

This record from OMol25 describes one molecule with the formula C4H6ClNO2. The level of theory is the ωB97M-V functional and the def2-TZVPD basis.

E_LUMO in eV: -0.7071
Total energy in eV: -22347.358
Highest occupied orbital energy in Ha: -0.378
Orbital gap in eV: 9.59

Each line ends with the Löwdin charge.
Cartesian coordinates (Å):
O  1.2882  2.4180  0.1201  -0.1085
C  0.1241  1.7115  -0.2432  -0.0351
C  0.5473  0.3345  -0.4744  -0.4541
C  -0.6538  -0.6145  -0.5262  -0.1456
N  -1.8070  -0.2956  -0.1064  -0.0290
O  -2.5488  -1.4602  0.1754  -0.1057
C  1.4917  -0.1890  0.5292  -0.4596
Cl  2.6359  -1.5833  -0.1036  0.4597
H  -1.1275  1.9830  -0.0887  0.2026
H  1.0112  0.3166  -1.4357  0.1369
H  -0.3574  -1.6611  -0.8012  0.1407
H  -3.3195  -1.0780  0.7890  0.1598
H  0.7416  -0.6866  1.3387  0.1420
H  1.9740  0.8045  0.8271  0.0960